No. 1
Density functional theory data (ωB97M-V/def2-TZVPD) for C8H17N2O4Rb as an isolated structure.

XYZ file:
```
32
Properties=species:S:1:pos:R:3:forces:R:3
Rb 1.6050 1.4111 1.9749 -0.476 0.416 -0.069
C 0.1530 5.3587 -0.1331 0.249 0.071 -0.223
C 0.4201 4.0190 0.5252 0.077 -0.427 0.286
O 0.8373 3.0751 -0.2037 0.162 -0.227 -0.128
O 0.2222 3.9196 1.7623 0.112 -0.031 0.066
H -0.9200 5.5247 -0.2113 -0.049 0.052 0.072
H 0.5913 5.3808 -1.1305 -0.089 -0.006 0.005
H 0.5959 6.1522 0.4671 -0.146 0.048 0.062
C -0.7426 -1.8193 2.5595 0.065 0.170 0.019
O -0.4150 -0.6390 2.5947 0.329 -0.096 0.013
N -1.7836 -2.2961 1.8730 0.023 0.257 0.036
C -2.1291 -3.6891 1.8972 -0.337 -0.537 0.062
C -2.6278 -1.3971 1.1153 -0.252 0.095 0.005
H -0.1977 -2.6069 3.1046 0.047 0.081 0.010
H -2.4309 -4.0114 0.9004 0.145 -0.041 -0.032
H -2.9708 -3.8968 2.5703 0.087 0.126 -0.051
H -1.2809 -4.2893 2.2221 0.019 0.020 -0.042
H -2.5145 -0.3852 1.4918 0.102 0.024 -0.035
H -2.3703 -1.4228 0.0551 -0.032 0.010 -0.017
H -3.6697 -1.6949 1.2381 0.015 -0.034 -0.052
C 2.0178 -1.5837 -3.1180 -0.236 -0.241 -0.099
O 1.7633 -2.7753 -3.0531 0.143 0.299 0.041
N 1.7532 -0.6822 -2.1484 0.086 -0.019 -0.231
C 1.9328 0.7440 -2.3222 0.182 0.292 0.005
C 1.0670 -1.1030 -0.9573 -0.275 0.172 -0.018
H 2.4775 -1.1287 -4.0107 0.059 0.011 0.047
H 2.2396 0.9713 -3.3418 -0.013 -0.110 -0.039
H 2.7048 1.1375 -1.6503 -0.088 -0.083 -0.014
H 1.0179 1.2979 -2.1015 0.001 -0.069 0.004
H 1.4367 -0.4989 -0.1314 0.008 -0.167 0.172
H -0.0069 -0.9097 -1.0544 -0.001 -0.037 0.115
H 1.2243 -2.1626 -0.7842 0.081 -0.021 0.032
```
Positions in Å, forces in eV/Å.

Output
Strongest force on any atom ... 0.64 eV/A
Kohn-Sham gap ... 0.2862 hartree
Total charge ... 0
E_HOMO ... -8.081 eV
Multiplicity ... 1

Atomic partial charges in e from the Löwdin method, atoms 1 to 2:
1 Rb 0.9994
2 C -0.0274


No. 2
Density functional theory data (ωB97M-V/def2-TZVPD) for C5H8AgNaO3 as an isolated structure.

XYZ file:
```
18
Properties=species:S:1:pos:R:3:forces:R:3
C 2.4180 3.3727 1.7974 -0.673 0.363 1.479
C 1.4557 4.1183 1.8889 -0.142 -1.152 -0.850
H 3.3106 2.8730 2.1501 -0.151 0.145 -0.630
H 2.0877 0.6688 -1.3426 -0.390 -1.349 -0.114
H 0.5477 4.6772 1.7084 0.526 0.122 0.241
Ag 0.2842 1.4959 2.5752 0.579 0.440 -0.360
O -0.1485 -1.2580 -0.9224 0.471 -0.754 -0.544
Na 0.8467 -1.8678 -3.0826 -0.029 -0.048 -0.138
O 1.5940 -0.1839 -1.5202 1.562 0.911 -0.488
C 0.8177 -0.4820 -0.4959 -1.813 2.276 1.209
O 0.8402 0.1027 0.5717 0.317 -0.602 -0.186
C -1.3689 -1.3812 -0.1304 -0.189 -0.195 0.730
C -2.2746 -2.3235 -0.8749 -0.089 -0.075 -0.132
H -1.0825 -1.7528 0.8609 -0.095 0.002 -0.270
H -1.7973 -0.3775 -0.0205 0.139 -0.184 -0.135
H -1.7822 -3.2885 -1.0544 -0.158 0.193 0.158
H -3.1721 -2.5005 -0.2700 0.172 0.009 -0.231
H -2.5766 -1.8928 -1.8387 -0.037 -0.103 0.262
```
Positions in Å, forces in eV/Å.

Output
Strongest force on any atom ... 3.15 eV/A
Kohn-Sham gap ... 0.3513 hartree
Total charge ... +2
E_HOMO ... -17.478 eV
Multiplicity ... 1

Atomic partial charges in e from the natural (NBO) method, atoms 1 to 2:
1 C -0.2809
2 C -0.2317


No. 3
Density functional theory data (ωB97M-V/def2-TZVPD) for a single C15H17N3O4 molecule.

XYZ file:
```
39
Properties=species:S:1:pos:R:3:forces:R:3
O -2.6503 3.1224 1.1939 0.042 0.036 0.015
C -1.7931 2.3204 0.8822 -0.001 -0.008 0.003
N -2.2292 1.0943 0.4158 -1.222 -0.027 -0.011
N -1.5076 0.0395 0.0165 0.462 -0.665 -0.250
C -2.1268 -1.0095 -0.3811 -0.321 0.636 0.241
C -1.4561 -2.2075 -0.8316 0.507 -0.411 -0.154
C -2.2269 -3.2901 -1.2448 0.131 -0.186 -0.069
C -1.6244 -4.4582 -1.6824 0.656 0.937 0.357
C -0.2349 -4.5754 -1.7182 -0.302 -0.032 -0.015
C 0.5400 -3.5155 -1.3135 -0.029 0.248 0.093
C -0.0459 -2.3254 -0.8680 -0.408 -0.344 -0.132
O 0.7582 -1.3354 -0.4897 0.190 0.202 0.074
H 0.2172 -0.5696 -0.2057 -0.006 -0.031 -0.009
H 1.6164 -3.5720 -1.3282 0.120 -0.025 -0.009
H 0.2067 -5.4972 -2.0633 0.032 -0.020 -0.008
N -2.4427 -5.5593 -2.1031 -0.299 -0.376 -0.141
O -1.8822 -6.5672 -2.4807 0.070 -0.243 -0.092
O -3.6478 -5.4172 -2.0559 -0.289 -0.038 -0.017
H -3.3054 -3.2335 -1.2297 -0.046 0.019 0.008
H -3.2205 -1.0400 -0.3943 0.000 0.077 0.029
H -3.2501 1.0166 0.3890 0.342 0.091 0.036
C -0.3557 2.6183 0.9837 0.222 0.014 0.071
C 0.6756 1.5888 1.3906 -0.043 -0.183 0.222
C 0.6735 2.1103 -0.0083 -0.070 0.013 -0.215
C 1.7619 3.0578 -0.4746 0.232 -0.013 0.086
C 2.9875 3.0082 0.4364 -0.130 0.269 -0.002
C 2.5738 3.1835 1.8929 0.178 -0.233 -0.044
C 1.7746 1.9681 2.3565 -0.040 0.212 -0.004
H 1.3479 2.1517 3.3459 0.017 -0.089 0.009
H 2.4510 1.1135 2.4428 0.013 0.013 0.027
H 3.4566 3.2917 2.5251 -0.043 0.074 0.043
H 1.9810 4.0938 1.9972 -0.001 0.106 0.046
H 3.6866 3.7929 0.1441 0.070 -0.048 -0.028
H 3.4907 2.0462 0.3201 0.087 -0.044 -0.019
H 2.0544 2.7944 -1.4922 -0.059 0.046 -0.009
H 1.3756 4.0799 -0.5003 0.015 0.011 -0.066
H 0.2878 1.4655 -0.7864 -0.050 -0.020 0.091
H 0.2931 0.5905 1.5626 -0.049 0.045 -0.107
H -0.2103 3.6246 1.3568 0.024 -0.010 -0.048
```
Positions in Å, forces in eV/Å.

Output
Relative energy (zero: lowest compared OMol25 entry of this formula, charge and spin) ... 125.3 kcal per mole
Strongest force on any atom ... 1.22 eV/A
Kohn-Sham gap ... 0.3114 hartree
SMILES string ... O=C(N/N=C/c1cc([N+](=O)[O-])ccc1O)[C@H]1[C@@H]2CCCC[C@@H]21
Total charge ... 0
E_HOMO ... -8.958 eV
Multiplicity ... 1

Atomic partial charges in e from the natural (NBO) method, atoms 1 to 2:
1 O -0.5898
2 C 0.6877


No. 4
Density functional theory data (ωB97M-V/def2-TZVPD) for a 2-piece molecular cluster, C2H5N3O overall.

XYZ file:
```
11
Properties=species:S:1:pos:R:3:forces:R:3
C 2.5850 0.7236 0.0443 -0.315 -1.910 -1.080
C 1.6090 -0.0952 0.4142 1.143 3.497 -0.039
N 1.3115 -1.2970 0.1554 -0.324 -0.985 1.012
N 0.8529 -2.2839 0.4199 -0.520 -2.087 -0.810
N -2.4670 0.7479 -0.2390 0.117 0.852 2.557
O -2.2041 -0.6240 -0.1589 -4.044 -1.188 1.977
H 2.6083 1.6909 0.4142 0.046 1.669 0.811
H 3.3401 0.4861 -0.7029 -0.006 -0.176 0.101
H -1.4518 -1.0318 -0.4672 3.193 0.329 -1.593
H -3.3742 0.7591 -0.6599 -0.560 0.019 -0.998
H -2.8098 0.9243 0.7799 1.270 -0.020 -1.939
```
Positions in Å, forces in eV/Å.

Output
Relative energy (zero: lowest compared OMol25 entry of this formula, charge and spin) ... 160.0 kcal per mole
Strongest force on any atom ... 4.66 eV/A
Kohn-Sham gap ... 0.3077 hartree
Total charge ... 0
E_HOMO ... -8.830 eV
Multiplicity ... 1

Atomic partial charges in e from the natural (NBO) method, atoms 1 to 2:
1 C -0.3552
2 C -0.0691


No. 5
Density functional theory data (ωB97M-V/def2-TZVPD) for a single C3H9N3O2 molecule.

XYZ file:
```
17
Properties=species:S:1:pos:R:3:forces:R:3
C 0.2094 0.6879 -0.2968 0.228 -0.006 0.009
C 0.2329 -0.7986 0.0126 1.757 0.296 1.585
N 0.6648 -1.1762 1.2686 1.410 0.770 -3.273
C -0.7402 0.9208 -1.4619 -0.190 -0.204 -0.049
N -0.8425 -1.4161 2.1627 -2.261 -0.049 -0.488
N 1.5796 1.1869 -0.4812 -0.093 0.175 -0.037
O -0.1353 0.7481 -2.6604 0.068 0.145 -0.019
O -1.9155 1.1715 -1.3643 0.232 0.082 -0.013
H -0.7899 0.9201 -3.3548 -0.050 -0.088 0.160
H 1.0697 -0.4183 1.8189 -0.554 0.064 0.020
H -0.2225 1.2436 0.5433 -0.072 -0.145 -0.054
H -0.7070 -2.3830 2.4626 -0.564 0.241 -0.350
H -1.2903 -0.8745 2.9022 0.077 0.077 0.245
H 2.0299 0.6925 -1.2447 -0.052 -0.014 0.081
H 1.5868 2.1741 -0.7214 -0.015 -0.038 -0.021
H -1.3465 -1.2684 1.2151 0.589 -0.883 2.091
H 0.6165 -1.4104 -0.8006 -0.508 -0.425 0.112
```
Positions in Å, forces in eV/Å.

Output
Relative energy (zero: lowest compared OMol25 entry of this formula, charge and spin) ... 116.1 kcal per mole
Strongest force on any atom ... 3.65 eV/A
Kohn-Sham gap ... 0.3043 hartree
Total charge ... 0
E_HOMO ... -7.510 eV
Multiplicity ... 1

Atomic partial charges in e from the natural (NBO) method, atoms 1 to 2:
1 C -0.2081
2 C -0.3249


Repeat the second record exactly.
Density functional theory data (ωB97M-V/def2-TZVPD) for C5H8AgNaO3 as an isolated structure.

XYZ file:
```
18
Properties=species:S:1:pos:R:3:forces:R:3
C 2.4180 3.3727 1.7974 -0.673 0.363 1.479
C 1.4557 4.1183 1.8889 -0.142 -1.152 -0.850
H 3.3106 2.8730 2.1501 -0.151 0.145 -0.630
H 2.0877 0.6688 -1.3426 -0.390 -1.349 -0.114
H 0.5477 4.6772 1.7084 0.526 0.122 0.241
Ag 0.2842 1.4959 2.5752 0.579 0.440 -0.360
O -0.1485 -1.2580 -0.9224 0.471 -0.754 -0.544
Na 0.8467 -1.8678 -3.0826 -0.029 -0.048 -0.138
O 1.5940 -0.1839 -1.5202 1.562 0.911 -0.488
C 0.8177 -0.4820 -0.4959 -1.813 2.276 1.209
O 0.8402 0.1027 0.5717 0.317 -0.602 -0.186
C -1.3689 -1.3812 -0.1304 -0.189 -0.195 0.730
C -2.2746 -2.3235 -0.8749 -0.089 -0.075 -0.132
H -1.0825 -1.7528 0.8609 -0.095 0.002 -0.270
H -1.7973 -0.3775 -0.0205 0.139 -0.184 -0.135
H -1.7822 -3.2885 -1.0544 -0.158 0.193 0.158
H -3.1721 -2.5005 -0.2700 0.172 0.009 -0.231
H -2.5766 -1.8928 -1.8387 -0.037 -0.103 0.262
```
Positions in Å, forces in eV/Å.

Output
Strongest force on any atom ... 3.15 eV/A
Kohn-Sham gap ... 0.3513 hartree
Total charge ... +2
E_HOMO ... -17.478 eV
Multiplicity ... 1

Atomic partial charges in e from the natural (NBO) method, atoms 1 to 2:
1 C -0.2809
2 C -0.2317